(1)
{"formula": "C5H8O", "method": "ωB97M-V/def2-TZVPD", "elements": ["C", "C", "C", "O", "C", "C", "H", "H", "H", "H", "H", "H", "H", "H"], "positions_angstrom": [[1.12, -0.18, 0.71], [0.06, -0.94, 1.01], [-1.32, -0.60, 0.53], [-1.36, 0.64, -0.14], [-0.33, 0.70, -1.10], [1.08, 0.77, -0.45], [2.03, -0.28, 1.29], [0.16, -1.78, 1.69], [-1.95, -0.49, 1.42], [-1.79, -1.39, -0.10], [-0.55, 1.55, -1.77], [-0.39, -0.21, -1.72], [1.79, 0.42, -1.21], [1.44, 1.77, -0.16]], "mulliken_charge": [-0.301, -0.353, -0.500, -0.381, -0.542, -0.436, 0.356, 0.360, 0.300, 0.291, 0.323, 0.322, 0.260, 0.302], "homo_lumo_gap_ev": 10.30, "total_charge": 0, "lumo_ev": 1.10, "spin_multiplicity": 1, "smiles": "C1=CCOCC1"}

(2)
{"formula": "C5H8O", "method": "ωB97M-V/def2-TZVPD", "elements": ["C", "C", "C", "C", "O", "C", "H", "H", "H", "H", "H", "H", "H", "H"], "positions_angstrom": [[-1.67, 0.54, -0.01], [-0.37, -0.19, -0.08], [0.84, 0.23, -0.57], [1.75, -0.80, -0.37], [1.21, -1.87, 0.21], [-0.18, -1.58, 0.43], [-2.42, 0.08, -0.67], [-1.54, 1.58, -0.31], [-2.08, 0.51, 1.00], [1.07, 1.19, -1.02], [1.72, 5.20, 0.58], [2.81, -0.87, -0.60], [-0.39, -1.70, 1.51], [-0.76, -2.34, -0.11]], "mulliken_charge": [-1.182, 0.649, -0.441, -0.469, -0.373, -0.357, 0.281, 0.307, 0.303, 0.394, 0.002, 0.431, 0.230, 0.224], "homo_lumo_gap_ev": [10.51, 7.16], "total_charge": 0, "lumo_ev": [0.85, 1.01], "spin_multiplicity": 1}

(3)
{"formula": "C5H8O", "method": "ωB97M-V/def2-TZVPD", "elements": ["C", "C", "C", "O", "C", "C", "H", "H", "H", "H", "H", "H", "H", "H"], "positions_angstrom": [[-0.12, 1.37, 0.06], [1.10, 0.82, 0.05], [1.30, -0.67, 0.27], [0.07, -1.39, 0.41], [-1.00, -0.81, -0.62], [-1.29, 0.43, 0.16], [-0.27, 2.45, 0.07], [1.99, 1.43, -0.03], [1.88, -0.81, 1.20], [1.89, -1.14, -0.54], [-1.85, -1.51, -0.66], [-0.46, -0.74, -1.56], [-2.30, 0.85, 0.16], [-0.92, -0.31, 1.01]], "mulliken_charge": [-0.267, -0.395, -0.429, -0.513, -0.429, -0.572, 0.373, 0.368, 0.315, 0.289, 0.246, 0.293, 0.443, 0.279], "homo_lumo_gap_ev": 9.71, "total_charge": 0, "lumo_ev": 1.12, "spin_multiplicity": 1, "smiles": "C1=CCOCC1"}

(4)
{"formula": "C5H8O", "method": "ωB97M-V/def2-TZVPD", "elements": ["C", "C", "C", "C", "O", "C", "H", "H", "H", "H", "H", "H", "H", "H"], "positions_angstrom": [[-1.55, 0.28, 0.72], [-0.39, 0.51, -0.24], [1.01, 0.46, 0.44], [1.32, -0.81, -0.32], [0.28, -1.78, -0.30], [0.12, -0.65, -1.13], [-1.38, -0.61, 1.34], [-2.52, 0.18, 0.23], [-1.61, 1.14, 1.40], [-0.57, 1.42, -0.83], [1.08, 0.43, 1.53], [1.63, 1.27, 0.03], [2.28, -1.18, -0.68], [0.32, -0.67, -2.19]], "mulliken_charge": [-1.401, 0.230, -0.639, -0.258, -0.442, -0.223, 0.312, 0.355, 0.355, 0.383, 0.303, 0.241, 0.419, 0.365], "homo_lumo_gap_ev": 10.87, "total_charge": 0, "lumo_ev": 1.15, "spin_multiplicity": 1, "smiles": "C[C@H]1C[C@H]2O[C@@H]12"}

(5)
{"formula": "C5H8O", "method": "ωB97M-V/def2-TZVPD", "elements": ["C", "C", "C", "C", "O", "C", "H", "H", "H", "H", "H", "H", "H", "H"], "positions_angstrom": [[-1.61, -2.30, 0.77], [-0.99, -1.13, 0.15], [-0.47, -0.20, -0.43], [0.17, 0.85, -1.23], [0.53, 2.01, -0.52], [1.58, 1.79, 0.38], [-1.36, -2.38, 1.83], [-2.71, -2.26, 0.69], [-1.27, -3.21, 0.27], [-0.53, 1.18, -2.02], [1.05, 0.42, -1.73], [2.49, 1.44, -0.15], [1.80, 2.74, 0.86], [1.32, 1.04, 1.14]], "mulliken_charge": [-1.281, 0.586, 0.119, -0.674, -0.342, -0.676, 0.295, 0.286, 0.290, 0.291, 0.321, 0.291, 0.215, 0.279], "homo_lumo_gap_ev": 10.57, "total_charge": 0, "lumo_ev": 0.98, "spin_multiplicity": 1, "smiles": "CC#CCOC"}

(6)
{"formula": "C5H8O", "method": "ωB97M-V/def2-TZVPD", "elements": ["C", "C", "C", "C", "C", "O", "H", "H", "H", "H", "H", "H", "H", "H"], "positions_angstrom": [[0.60, 1.34, 0.95], [0.46, 0.20, 0.29], [1.46, -0.30, -0.72], [-0.77, -0.66, 0.47], [-1.87, -0.31, -0.52], [-1.97, 0.75, -1.09], [-0.14, 1.69, 1.66], [1.46, 1.99, 0.77], [0.96, -0.66, -1.63], [2.03, -1.15, -0.31], [2.17, 0.48, -1.01], [-0.54, -1.73, 0.37], [-1.21, -0.53, 1.47], [-2.62, -1.11, -0.70]], "mulliken_charge": [-0.985, 0.918, -1.190, -0.867, 0.057, -0.455, 0.268, 0.271, 0.308, 0.274, 0.367, 0.332, 0.354, 0.349], "homo_lumo_gap_ev": 10.44, "total_charge": 0, "lumo_ev": 0.95, "spin_multiplicity": 1, "smiles": "C=C(C)CC=O"}

(7)
{"formula": "C5H8O", "method": "ωB97M-V/def2-TZVPD", "elements": ["C", "C", "C", "O", "C", "C", "H", "H", "H", "H", "H", "H", "H", "H"], "positions_angstrom": [[-1.22, -0.19, 0.16], [-0.79, 1.20, -0.37], [0.63, 0.65, -0.54], [1.34, 0.56, 0.72], [1.17, -0.87, 0.75], [0.12, -0.80, -0.35], [-1.29, -0.24, 1.25], [-2.13, -0.61, -0.27], [-0.91, 2.06, 0.28], [-1.23, 1.42, -1.35], [1.28, 0.99, -1.35], [0.86, -1.23, 1.74], [2.09, -1.37, 0.45], [0.08, -1.56, -1.13]], "mulliken_charge": [-0.709, -0.657, 0.008, -0.429, -0.544, -0.126, 0.226, 0.322, 0.300, 0.267, 0.404, 0.272, 0.243, 0.422], "homo_lumo_gap_ev": 10.72, "total_charge": 0, "lumo_ev": 1.19, "spin_multiplicity": 1, "smiles": "C1C[C@H]2OC[C@@H]12"}

(8)
{"formula": "C5H8O", "method": "ωB97M-V/def2-TZVPD", "elements": ["C", "C", "C", "C", "O", "C", "H", "H", "H", "H", "H", "H", "H", "H"], "positions_angstrom": [[1.83, 0.34, 0.53], [0.96, 1.17, -0.03], [-1.25, 0.56, -1.23], [-1.58, -0.53, -0.55], [-0.95, -0.25, 0.64], [-0.52, 1.01, 0.02], [1.51, -0.54, 1.08], [2.90, 0.52, 0.45], [0.03, -2.52, 1.00], [1.30, 2.06, -0.57], [-1.42, 0.97, -2.22], [0.34, -3.20, 0.99], [-2.14, -1.45, -0.67], [-1.01, 1.84, 0.55]], "mulliken_charge": [-0.621, -0.287, -0.481, -0.203, -0.399, 0.217, 0.183, 0.264, -0.266, 0.292, 0.356, 0.246, 0.396, 0.304], "homo_lumo_gap_ev": 10.21, "total_charge": 0, "lumo_ev": 1.17, "spin_multiplicity": 1}

The following relative energy (zero: lowest compared OMol25 entry of this formula, charge and spin) values (in kcal per mole) correspond, in order, to the records above: 27.3 109.1 68.4 59.2 55.9 24.0 48.2 84.6.